[1]
# C31H31F35NO6S

A cluster of 5 separate species, C31H31F35NO6S in total (the ωB97M-V functional and the def2-TZVPD basis, OMol25).

Last column: Löwdin charge in e.
Atoms and positions in Å:
H -1.70974 3.70171 -1.46223  0.05
H 1.10546 -5.69983 -0.80003  0.14
F 1.98296 -0.82008 -2.77563  0.10
O 4.16981 3.80132 -3.36751  -0.17
H 1.22151 -8.11210 4.32135  0.15
F 2.39270 -4.40007 3.65162  0.15
C 0.12639 4.82021 -3.38925  -0.01
C 2.27164 2.55057 1.61310  -0.52
C 1.79083 0.74540 3.12304  -0.03
H 1.25325 0.37305 -4.10329  0.10
C 1.81067 3.14681 -3.81400  -0.04
F -6.28907 3.34132 3.35193  0.14
H 4.79913 2.97174 -1.54118  0.12
C -3.28922 3.50906 -3.08862  -0.24
H 0.84119 4.15385 1.25814  0.18
C -2.79873 3.48744 -1.57983  -0.50
C 2.21934 -2.16849 -2.74204  -0.50
H -2.58481 5.45943 -3.86006  0.12
H 1.42052 -1.49233 1.30606  0.15
C 3.30146 2.71844 -3.66866  -0.12
H -0.46232 -3.84524 -3.49882  0.15
S -3.11996 1.77457 -0.91732  0.73
F 1.61974 3.48576 -0.46653  0.05
F 2.83441 -4.89603 -1.37255  0.09
C -4.33644 2.48606 5.81451  -0.44
F -0.51963 0.83498 2.65417  0.13
H -3.30869 2.46404 -3.48924  0.08
F 1.86415 -7.28105 0.39462  0.06
F -3.74963 4.56616 6.77566  0.10
C 4.27816 3.88721 -1.92278  -0.07
F 0.80913 -9.14034 0.02128  0.11
F 1.81746 -5.35170 -4.02060  0.13
H -6.36283 1.94631 5.15206  0.15
C 1.03565 -5.22721 -2.92423  -0.43
F 4.56252 -1.92156 -2.47614  0.10
C 1.57127 -8.48627 0.93059  -0.27
H -5.26189 0.63320 5.37812  0.15
F -4.84325 4.64473 4.90368  0.09
C -4.26344 3.22450 2.07244  -0.30
C 0.53489 -0.01089 2.63903  -0.43
F 0.23964 -5.45317 1.05650  0.09
H 0.15889 -4.01116 2.40948  0.18
C -5.44725 2.50234 2.72008  -0.52
N 1.41949 4.34328 -3.35153  0.20
H 3.32555 2.04095 -2.76153  0.14
F 0.92626 0.13380 0.27428  0.07
C 0.90001 -4.58953 1.85233  -0.26
F 0.26489 -0.96506 3.57492  0.11
H -5.65281 4.02297 6.61058  0.18
C 0.85173 2.22950 -4.41802  -0.18
O 1.21369 -2.75651 -3.49944  0.04
F 1.00726 6.90457 -2.52501  0.13
H 3.26858 3.92453 -1.43967  0.06
C 0.81910 -8.37360 2.25893  -0.43
F 0.09082 2.42866 0.65822  0.09
C 0.44377 -3.80455 -2.89226  -0.02
H 2.50099 -9.04792 1.05525  0.18
F -0.92269 7.00440 -3.53998  0.15
H -3.68894 2.54165 1.44211  0.09
H 2.71429 0.25106 2.81747  0.15
H -2.12025 1.04570 -1.53196  -0.12
H 1.78450 0.67108 4.21163  0.15
C -0.53611 2.64049 -4.50940  0.16
F 1.58482 -3.74634 1.03499  0.08
H 3.66628 2.09660 -4.52169  0.16
C -4.71586 3.94903 6.05164  -0.30
H 0.09813 -3.52527 -1.89550  0.14
C -5.32674 1.64815 4.98250  -0.04
C -0.88588 3.97942 -3.97195  -0.08
O 1.21441 -6.25367 3.59648  0.05
H 3.73588 -1.99173 -4.29100  0.18
F -0.77448 6.10525 -1.54852  0.13
F 2.25906 -6.93493 -1.83983  0.10
F -0.40096 -7.81698 2.07942  0.13
H -4.30867 3.97780 -3.09631  0.13
H 2.13075 4.93453 -2.90966  0.17
F 3.26997 3.43923 1.81167  0.15
F -6.17331 1.90155 1.75155  0.15
F 0.59159 -9.64188 2.70214  0.11
O 1.83573 2.15520 2.87185  0.06
F -4.69618 4.25985 1.30449  0.08
H 4.80817 4.83620 -1.67451  0.12
H -3.36306 4.24838 -0.98077  0.08
F -0.00936 -6.08069 -3.10967  0.12
H -2.72487 4.17782 -5.09665  0.14
F -4.24855 1.88850 7.03747  0.11
C 1.16774 3.22103 0.79353  -0.25
H 2.62552 -7.78537 3.36812  0.15
O 1.17530 0.97887 -4.86930  0.06
C 0.64869 -0.72000 1.28462  -0.30
C 1.77680 -5.68289 -1.66376  -0.31
C 1.85954 -5.30785 2.80350  -0.52
H -1.32885 1.98036 -4.93073  0.15
F -3.42701 3.74484 2.99308  0.10
F 2.89788 -5.87669 2.16401  0.15
F 2.82665 1.50249 0.97224  0.13
F -3.10497 2.38715 5.26244  0.12
C 3.62020 -2.43996 -3.30034  -0.28
F 3.86599 -3.75504 -3.40574  0.12
C -0.14981 6.20015 -2.76834  -0.47
C 1.54568 -7.63031 3.39754  -0.04
O -5.04406 1.48946 3.59093  0.04
C -2.37821 4.38131 -4.04499  -0.14
F -0.52726 -1.32104 0.96983  0.09
F 2.08733 -2.53072 -1.45866  0.14

Cartesian forces (eV/Å) of the 6 atoms listed first:
H -0.9 -0.1 -0.2
H 0.0 0.1 -0.4
F 0.3 0.4 -0.1
O -1.0 -0.5 0.4
H -0.2 0.1 -0.1
F -0.3 0.3 -0.3

Values from the calculation:
Charge = +1
Gap between HOMO and LUMO = 7.2070 eV
LUMO level = -4.5 eV
E_HOMO = -11.7 eV


[2]
# C31H31FN2O5PRuS2

A structure of composition C31H31FN2O5PRuS2 (the ωB97M-V functional and the def2-TZVPD basis, OMol25).

Last column: Löwdin spin population.
Atoms and positions in Å:
H 0.44901 -1.46261 -2.63381  0.00
C 2.90838 1.79806 3.30984  0.00
C -6.24588 -2.73443 -3.28756  0.00
H 2.67937 -0.94611 -3.56006  0.00
C -6.42288 -1.23657 -3.24533  0.00
C 2.42732 1.95558 -0.30355  0.00
H 4.38486 -1.33159 0.35089  0.00
O -0.40563 0.95176 -2.27219  0.03
O -5.93108 -0.73584 -1.97646  0.00
C -4.52687 2.72390 -2.79432  0.00
C 4.42964 2.52893 1.00406  0.00
O -5.32062 1.53637 -2.59542  0.00
C 1.31525 -1.43928 -1.98609  0.00
H -4.55631 4.77451 -2.17826  0.00
N 3.02775 2.05450 0.88485  0.00
C 0.15982 1.25597 3.07082  0.00
H 4.37712 3.58738 1.28377  0.00
H 5.08293 0.70099 1.90948  0.00
C -0.71759 -5.21323 2.66045  0.00
C 5.20851 2.40077 -0.29264  0.00
C 2.56927 -1.14730 -2.50282  0.00
H -1.96623 -2.14292 1.94276  0.00
H 4.84067 3.05955 -1.07733  0.00
Ru -1.86085 0.31190 -1.05771  0.68
C 0.69901 1.55580 -1.96128  0.01
H -6.76439 -3.20317 -2.45177  0.00
H -7.47049 -0.94387 -3.29761  0.00
H -5.89052 -0.75001 -4.06478  0.00
C 0.44201 -4.21857 0.80339  0.00
H -6.65579 -3.12921 -4.21841  0.00
H -4.52637 2.92466 -3.86512  0.00
C 3.52195 -1.34868 -0.30435  0.00
N -1.21979 -1.24186 -0.31225  0.20
C 5.10160 1.77038 2.13830  0.00
H 6.14571 2.07808 2.19829  0.00
H -5.08971 3.63132 -0.93342  0.00
C 4.38564 2.05259 3.44701  0.00
C 1.11111 1.62871 -0.50808  0.00
S -4.06050 0.54429 -0.07014  0.04
H 5.19203 1.37374 -0.65954  0.00
H -0.89197 1.03159 2.96779  0.00
H -3.49257 2.53571 -2.49591  0.00
C -1.51848 -4.08248 2.75977  0.00
H -5.18863 -2.99211 -3.23341  0.00
H 6.24291 2.67870 -0.09298  0.00
C 2.26884 -1.63591 0.21327  0.00
C 0.92503 1.51833 1.92719  0.00
C -0.20130 -1.93995 -0.05718  0.02
F 0.07101 1.02192 5.40198  0.00
H -6.15947 4.02985 -2.28866  0.00
O -0.96379 1.22459 0.59349  0.00
H 4.78658 1.43865 4.25421  0.00
H 4.65347 -0.88943 -2.07333  0.00
C 1.15520 -1.67466 -0.62557  0.01
C -5.12286 3.85978 -1.99855  0.00
C 0.25974 -5.28002 1.67868  0.00
H 2.14682 -1.83460 1.27183  0.00
H 4.55207 3.09602 3.73260  0.00
H 0.88169 -6.16176 1.59105  0.00
H -0.85590 -6.03925 3.34623  0.00
C -1.34230 -3.02564 1.88238  0.00
H 1.20520 -4.27550 0.03750  0.00
H 3.01562 2.15589 -1.18504  0.00
H 2.58443 1.51131 5.40529  0.00
C 2.29176 1.79758 2.04201  0.00
H -2.28185 -4.02444 3.52514  0.00
C -0.35942 -3.08393 0.89640  0.01
C 3.67363 -1.10284 -1.66426  0.00
C 0.27549 1.43876 0.61906  0.00
C 0.77757 1.27574 4.28633  0.00
C 2.13774 1.53399 4.41913  0.00
P -4.68164 0.22801 -1.94057  0.00
O 1.42415 2.07847 -2.79171  0.01
S -3.09620 -0.38686 -2.99776  -0.01

Cartesian forces (eV/Å) of the 6 atoms listed first:
H 0.0 0.0 0.0
C 0.0 0.0 0.0
C 0.0 0.0 0.0
H 0.0 0.0 0.0
C 0.0 0.0 0.0
C 0.0 0.0 0.0

Values from the calculation:
Gap between HOMO and LUMO (spin up / spin down) = 7.2285 / 7.3053 eV
⟨S²⟩ = 0.759
LUMO level (spin up / spin down) = -0.2 / -0.2 eV
Spin multiplicity = 2
E_HOMO (spin up / spin down) = -7.4 / -7.5 eV


[3]
# C31H31I2N7O3RhSe

A structure of composition C31H31I2N7O3RhSe (the ωB97M-V functional and the def2-TZVPD basis, OMol25).

Last column: Löwdin charge in e.
Atoms and positions in Å:
H 6.39452 0.33859 0.07927  0.07
H 1.51645 -6.25340 -1.54684  0.10
Rh 0.77950 -1.04389 -0.92481  0.92
H -0.11979 0.38379 -3.03150  0.07
H -1.45241 1.52048 -2.99330  0.08
H 0.02156 1.67621 3.92108  0.13
H -4.44190 -1.68998 -0.65869  0.13
C -1.86583 -0.37239 -2.09518  -0.32
H -1.98404 -2.30970 0.44284  0.08
C 4.47886 2.33161 0.39859  -0.66
C 0.65650 0.81040 3.76139  -0.01
H -6.12284 4.66530 0.04056  0.12
C -1.20078 0.46789 -3.12417  0.02
C 2.07855 2.64682 0.24504  -0.63
O 0.89882 -2.97506 -1.89979  -0.11
C -3.44169 -1.41525 -0.94432  -0.02
H 2.17086 2.50852 5.42761  0.09
H -4.97679 -0.68560 -3.07708  0.15
H 3.69850 -2.54716 2.17819  0.06
C 3.20602 -2.58238 3.15173  -0.08
I 0.43099 3.89013 0.44522  0.99
N -6.11893 1.87127 -0.51770  0.09
H -1.01957 -5.51330 -2.18668  0.14
C -0.11698 -3.62381 -2.55122  -0.48
H 3.97202 -2.57596 3.92602  0.08
C -4.68235 5.14196 -1.48852  -0.07
H 1.12162 1.53971 6.45324  0.09
C 1.88666 1.34572 -0.15445  -0.40
N 0.96281 -5.43746 -1.32815  0.02
C -0.83533 0.29571 1.84812  -0.07
C -3.81683 3.31725 -2.85613  -0.02
O -0.92896 -3.04054 -3.19552  0.15
C 3.37521 3.13229 0.51114  -0.20
C 1.71019 0.56827 4.63125  -0.25
H -3.25675 5.35308 -3.08727  0.11
C -4.62746 2.46891 -2.09587  -0.17
H -0.92679 -0.35373 0.98059  -0.01
N -5.77113 0.81256 -1.13054  0.06
C -4.23243 0.06105 -2.81345  -0.05
C 0.36762 -0.02762 2.69136  -0.28
H 0.31558 -5.53353 -3.32587  0.14
C 2.50201 -0.55413 4.40649  -0.01
N -3.19828 -0.57466 -2.01106  0.01
H 3.52288 -2.64528 -1.02047  0.11
C -2.23393 -1.70237 -0.40905  -0.12
C 2.27768 -1.40972 3.33653  -0.29
Se 0.86900 -2.36728 1.06561  0.92
H -0.78272 1.32255 1.48340  0.03
N -4.87661 1.12510 -2.10491  -0.06
H 1.38922 -3.71580 -1.43349  0.06
H -1.47641 0.14934 -4.13000  0.10
I 6.35248 3.13040 0.83675  0.96
N 2.78198 -0.76767 -0.67605  -0.05
O 0.69901 0.82606 -0.42862  -0.25
H 3.32741 -0.76334 5.07756  0.12
C 5.37716 0.03510 -0.12931  -0.01
H -1.74243 0.20331 2.44812  0.10
H 3.48726 4.16279 0.81948  0.08
H -3.78451 0.45706 -3.72108  0.14
H 5.88223 -1.99276 -0.58528  0.12
H 2.84442 1.16888 6.35939  0.08
C 3.77294 -1.62700 -0.75255  -0.11
C 4.33441 0.97711 -0.00200  -0.20
C 3.03449 0.52016 -0.28812  -0.14
H 0.52884 -5.58303 -0.42522  0.10
C -5.44204 2.94205 -1.07083  -0.22
H -4.68115 6.20298 -1.27967  0.11
C 5.09883 -1.25428 -0.49629  -0.02
C -0.01529 -5.13043 -2.36839  -0.12
H 2.68067 -3.53522 3.21257  0.07
C -3.86233 4.65265 -2.52729  -0.07
C 1.98067 1.49455 5.78224  -0.04
C -5.48287 4.30240 -0.75160  0.00
H -3.19881 2.96110 -3.66927  0.10
C 1.19212 -1.13582 2.47846  -0.48
N -1.26161 -1.04162 -1.13228  -0.06

Cartesian forces (eV/Å) of the 6 atoms listed first:
H 0.0 0.0 0.0
H 0.0 0.0 0.0
Rh 0.3 -0.2 -0.4
H 0.0 0.0 0.0
H 0.0 0.0 0.0
H 0.0 0.0 0.0

Values from the calculation:
Charge = +1
Gap between HOMO and LUMO (spin up / spin down) = 6.3839 / 6.3854 eV
LUMO level (spin up / spin down) = -3.9 / -3.9 eV
E_HOMO (spin up / spin down) = -10.3 / -10.3 eV